No. 1
The following is a quantum chemistry calculation of a cluster of 2 separate species, C7H16BrFNO4PSi in total, from the Open Molecules 2025 dataset.

Its charge is 0. The value obtained for the HOMO energy is -8.3 eV.

Each line ends with the Mulliken charge.
Element x y z (Å)
1 H 1.458 -0.615 -0.165  0.197
2 H 0.868 -5.577 -2.435  0.264
3 H -1.216 4.084 2.588  0.334
4 H -0.807 3.508 -1.627  0.285
5 C -1.956 3.280 2.578  -1.210
6 C 0.902 -4.499 -2.294  -0.426
7 P -0.324 0.207 2.785  0.246
8 H -2.404 1.558 1.257  0.324
9 N 0.718 0.043 -0.399  -0.449
10 Si 0.453 1.208 0.927  0.210
11 H -1.510 -1.529 2.489  0.294
12 H -1.771 2.578 3.394  0.294
13 Br 1.444 0.381 4.208  -0.276
14 H -2.928 3.742 2.798  0.362
15 H -2.771 3.204 0.610  0.519
16 O 1.245 -4.167 -0.946  -0.301
17 C -2.069 2.597 1.191  -0.886
18 F 1.588 -3.416 -4.288  -0.282
19 C -1.084 2.570 -1.131  -1.352
20 O 2.387 -2.465 -0.031  -0.571
21 O 2.323 -2.718 -2.267  -0.283
22 H 1.097 0.615 -1.149  0.248
23 C -0.715 2.628 0.384  0.382
24 H 1.757 1.849 1.229  -0.136
25 H -0.604 1.763 -1.690  0.345
26 C 2.019 -3.058 -0.987  0.660
27 H -0.075 -4.076 -2.537  0.283
28 H -0.207 3.570 0.615  0.414
29 C 2.010 -3.843 -3.070  0.315
30 O -0.569 -1.423 2.428  -0.452
31 H 2.903 -4.461 -3.193  0.290
32 H -2.164 2.459 -1.274  0.356


No. 2
The following is a quantum chemistry calculation of the ion C7H16BrN2 with charge +1, from the Open Molecules 2025 dataset.

Its charge is +1. The value obtained for the HOMO energy is -13.7 eV. The energy above the lowest of the compared OMol25 structures with the same formula, charge and spin is 189.5 kJ/mol.

Each line ends with the Mulliken charge.
Element x y z (Å)
1 H 2.145 0.600 -1.743  0.364
2 Br -1.077 2.779 0.021  0.000
3 H 1.502 -1.115 -1.193  0.480
4 C 1.241 1.241 -1.544  -0.858
5 C 0.825 -0.723 1.699  -1.299
6 H 1.234 -0.654 2.658  0.744
7 C -0.850 -1.767 2.892  -0.326
8 H 2.067 0.795 0.643  0.554
9 C -1.899 0.514 -1.649  -1.147
10 C 0.424 -0.951 -1.100  -1.217
11 C -1.008 0.896 -0.533  -0.189
12 H -1.855 -2.010 2.954  0.295
13 H -2.986 0.618 -1.180  0.351
14 H -0.102 -0.894 -2.043  0.588
15 H -1.754 1.118 -2.556  0.338
16 C 1.034 0.503 0.730  -0.658
17 H 1.232 -1.558 1.099  0.376
18 H -0.058 -1.751 -0.459  0.224
19 N 0.440 0.376 -0.586  0.231
20 H 0.711 1.341 1.316  0.384
21 H -1.683 -0.486 -1.946  0.435
22 H 0.649 1.589 -2.295  0.342
23 H -1.319 0.499 0.349  0.547
24 H 1.711 2.193 -0.986  0.389
25 N -0.574 -0.979 1.927  -0.210
26 H -0.051 -2.172 3.524  0.265


No. 3
The following is a quantum chemistry calculation of a structure of composition C7H16ClHoI2NO2P, from the Open Molecules 2025 dataset.

Its spin multiplicity is 5. Its charge is +2. The expectation value of S² is 6.01. The value obtained for the HOMO energy (spin up / spin down) is -14.4 / -14.4 eV.

Each line ends with the Mulliken charge.
Element x y z (Å)
1 H -1.126 -2.400 -2.849  0.341
2 C 1.823 -0.407 4.707  -0.818
3 H -2.162 -1.205 -3.745  0.371
4 N 0.530 0.366 4.457  0.189
5 Cl -1.618 -0.302 0.153  -0.502
6 H 2.664 -0.002 4.120  0.307
7 H -2.318 1.542 -1.697  0.376
8 C -0.096 0.885 5.682  -0.904
9 H 1.102 -0.895 -3.818  0.323
10 I 3.805 -1.861 -0.662  0.050
11 H -0.253 1.938 5.674  0.387
12 H -0.307 -0.017 -4.687  0.472
13 H 2.201 -0.441 5.757  0.311
14 H 1.744 -1.460 4.380  0.299
15 O 0.776 -0.061 2.223  -0.515
16 C -1.598 1.408 -2.530  -1.014
17 C 0.059 0.430 3.201  0.015
18 H 0.433 0.741 6.605  0.307
19 H 0.988 0.964 -3.783  0.440
20 H -0.898 2.260 -2.514  0.297
21 H -1.072 0.510 5.915  0.389
22 Ho 0.974 -0.823 0.239  1.333
23 H -2.498 -1.619 -1.993  0.400
24 I 5.059 0.845 -0.874  0.238
25 H -2.097 1.320 -3.491  0.381
26 O 2.131 1.347 -2.262  -0.220
27 C -1.737 -1.485 -2.785  -0.971
28 P -0.644 -0.120 -2.478  0.405
29 H -0.955 0.936 3.036  0.403
30 C 1.779 0.582 -1.459  0.144
31 C 0.417 0.001 -3.874  -1.237


No. 4
The following is a quantum chemistry calculation of a cluster of 2 separate species, C7H16ClN4O3 in total, from the Open Molecules 2025 dataset.

Its charge is +1. The value obtained for the HOMO energy is -12.0 eV. The energy above the lowest of the compared OMol25 structures with the same formula, charge and spin is 0.0 kJ/mol.

Each line ends with the Mulliken charge.
Element x y z (Å)
1 O 2.033 1.277 0.308  -0.152
2 H 3.056 -0.183 1.050  0.319
3 C 4.632 -1.254 -0.943  -1.020
4 H -3.001 1.578 0.787  0.253
5 O -2.315 0.008 1.877  -0.216
6 H 4.592 0.787 -0.604  0.342
7 H -3.177 1.051 -2.658  0.349
8 N -2.452 -1.378 2.202  -0.233
9 C -2.513 0.231 -0.617  -0.174
10 C -3.097 0.497 0.751  -0.438
11 H 5.718 -1.286 -0.624  0.314
12 O -0.331 -2.870 -0.201  -0.436
13 N 0.828 1.172 0.647  0.497
14 H 3.579 0.386 -1.896  0.317
15 H -4.022 1.712 -1.520  0.342
16 H -1.679 0.742 -0.918  0.233
17 H 3.916 -2.059 -0.606  0.297
18 H -2.336 -1.345 3.250  0.281
19 H -0.803 2.093 1.176  0.254
20 N -1.503 -2.217 1.724  -0.282
21 H -4.448 -0.066 -1.657  0.314
22 H 1.944 -0.894 -0.051  0.255
23 C -0.984 -2.502 0.676  0.643
24 C 3.865 0.087 -0.861  -0.278
25 C 2.716 -0.014 0.079  -0.382
26 C -3.628 0.696 -1.664  -1.237
27 Cl 0.728 3.840 1.111  0.091
28 N 0.207 2.182 1.006  -0.201
29 H 4.799 -1.470 -1.995  0.308
30 H -2.216 -0.765 -0.695  0.236
31 H -4.108 -0.037 0.864  0.403


> What is the charge in the fourth record?

+1


> What is the charge in the second record?

+1


What did the third record say?
The following is a quantum chemistry calculation of a structure of composition C7H16ClHoI2NO2P, from the Open Molecules 2025 dataset.

Its spin multiplicity is 5. Its charge is +2. The expectation value of S² is 6.01. The value obtained for the HOMO energy (spin up / spin down) is -14.4 / -14.4 eV.

Each line ends with the Mulliken charge.
Element x y z (Å)
1 H -1.126 -2.400 -2.849  0.341
2 C 1.823 -0.407 4.707  -0.818
3 H -2.162 -1.205 -3.745  0.371
4 N 0.530 0.366 4.457  0.189
5 Cl -1.618 -0.302 0.153  -0.502
6 H 2.664 -0.002 4.120  0.307
7 H -2.318 1.542 -1.697  0.376
8 C -0.096 0.885 5.682  -0.904
9 H 1.102 -0.895 -3.818  0.323
10 I 3.805 -1.861 -0.662  0.050
11 H -0.253 1.938 5.674  0.387
12 H -0.307 -0.017 -4.687  0.472
13 H 2.201 -0.441 5.757  0.311
14 H 1.744 -1.460 4.380  0.299
15 O 0.776 -0.061 2.223  -0.515
16 C -1.598 1.408 -2.530  -1.014
17 C 0.059 0.430 3.201  0.015
18 H 0.433 0.741 6.605  0.307
19 H 0.988 0.964 -3.783  0.440
20 H -0.898 2.260 -2.514  0.297
21 H -1.072 0.510 5.915  0.389
22 Ho 0.974 -0.823 0.239  1.333
23 H -2.498 -1.619 -1.993  0.400
24 I 5.059 0.845 -0.874  0.238
25 H -2.097 1.320 -3.491  0.381
26 O 2.131 1.347 -2.262  -0.220
27 C -1.737 -1.485 -2.785  -0.971
28 P -0.644 -0.120 -2.478  0.405
29 H -0.955 0.936 3.036  0.403
30 C 1.779 0.582 -1.459  0.144
31 C 0.417 0.001 -3.874  -1.237